CHIO | ωB97M-V/def2-TZVPD

```
4
Properties=species:S:1:pos:R:3
C -0.05815 -0.82833 0.40683
O -1.20407 -1.21873 0.86143
I 1.71323 -1.97693 0.34834
H 0.27786 0.02207 -0.21703
```

Summary:
relative energy (zero: lowest compared OMol25 entry of this formula, charge and spin): 0.618 eV
gap between HOMO and LUMO: 9.9 eV
SMILES string: O=CI



C5H11N2O | ωB97M-V/def2-TZVPD

```
19
Properties=species:S:1:pos:R:3
C -1.65381 -1.84766 -1.70224
C -1.31090 -1.59851 -0.22258
C -0.27678 -0.54700 0.02608
C -0.18005 0.72881 0.43517
N 1.18340 1.03439 0.62176
C 1.91185 -0.09723 0.51104
N 1.08714 -1.14201 0.18352
H -2.25557 -1.07614 -2.06070
H -0.69820 -1.85686 -2.34164
H -2.06258 -2.82389 -1.93709
H -0.94604 -2.55045 0.38360
H -2.30013 -1.28965 0.29337
H -1.04598 1.57130 0.68433
H 1.37192 1.97625 0.79499
H 2.99885 -0.05511 0.43809
H 1.30265 -2.07044 0.11493
H 0.44644 3.57982 1.82965
H 1.53212 4.37856 1.04026
O 0.89569 3.68581 0.90748
```

Summary:
relative energy (zero: lowest compared OMol25 entry of this formula, charge and spin): 1.592 eV
gap between HOMO and LUMO: 10.7 eV
charge: +1



C4H9NS | ωB97M-V/def2-TZVPD

```
15
Properties=species:S:1:pos:R:3
C -1.54071 -2.29957 0.54110
C 0.04694 0.14961 0.31800
C 1.12676 -0.03048 -0.67205
C 0.40216 1.31579 -0.54177
H -0.67023 -2.91389 0.14174
H -1.69605 -2.34996 1.60775
H -2.44943 -2.68156 0.03943
H 0.42264 0.22461 1.31569
H 2.15284 -0.09109 -0.27758
H 0.92377 -0.62826 -1.61397
H -0.38433 1.62747 -1.31743
H 0.75350 2.81459 0.85526
H 1.36388 3.08801 -0.57668
N 1.20139 2.32252 0.08856
S -1.65312 -0.54779 0.09194
```

Summary:
relative energy (zero: lowest compared OMol25 entry of this formula, charge and spin): 1.561 eV
gap between HOMO and LUMO: 9.5 eV
SMILES string: CS[C@H]1C[C@@H]1N



C5H6BrCl | ωB97M-V/def2-TZVPD

```
13
Properties=species:S:1:pos:R:3
C 1.16658 -0.80671 0.58523
C -1.06149 -1.06026 0.20612
C -0.03242 -0.02538 0.35431
C 0.22564 -1.19149 -0.57211
C -0.12284 2.03403 -0.22908
Cl -0.59876 2.99640 1.11114
Br 0.58333 -1.59800 -2.33259
H 2.03447 -0.26238 0.32022
H 1.23994 -1.54750 1.47282
H -1.33263 -1.55022 1.11018
H -1.99544 -0.86863 -0.44680
H -1.02968 1.80798 -0.93037
H 0.92330 2.07216 -0.64905
```

Summary:
relative energy (zero: lowest compared OMol25 entry of this formula, charge and spin): 3.487 eV
gap between HOMO and LUMO: 9.2 eV



C4H2S | ωB97M-V/def2-TZVPD

```
7
Properties=species:S:1:pos:R:3
C 1.47981 1.43327 -0.17224
C 3.01615 0.90273 0.11074
C 0.34095 0.79648 0.14691
C 0.74017 -0.52739 0.11901
S 2.49961 -0.69625 -0.03099
H -0.66690 1.16238 0.15696
H 0.12030 -1.35912 -0.17314
```

Summary:
relative energy (zero: lowest compared OMol25 entry of this formula, charge and spin): 3.360 eV
gap between HOMO and LUMO (spin up / spin down): 7.4 / 7.4 eV



C43H34N8Ti | ωB97M-V/def2-TZVPD

```
86
Properties=species:S:1:pos:R:3
Ti -0.17529 -0.23569 0.13410
C -0.80087 -0.90290 -2.69181
N -1.59479 -0.86002 -1.42425
C -2.88114 -0.12800 -1.51857
C -2.72752 1.35392 -1.66770
N -1.78816 1.97056 -2.31613
C -2.05527 3.32421 -2.12903
C -1.34250 4.43907 -2.56590
C -1.81568 5.68560 -2.20445
C -2.97844 5.83153 -1.42671
C -3.69888 4.73575 -0.99002
C -3.20750 3.48734 -1.35804
N -3.63191 2.19703 -1.08705
C 0.63737 -1.18286 -2.26948
N 1.01259 -0.12033 -1.32330
C 2.33277 0.25523 -1.65101
C 3.19062 1.08572 -0.96568
C 4.47839 1.27158 -1.47736
C 4.86672 0.64150 -2.64898
C 3.98031 -0.17730 -3.35917
C 2.71125 -0.34769 -2.84863
N 1.60318 -1.04907 -3.36024
H -1.19950 -1.63696 -3.38892
H -0.81700 0.08011 -3.14133
H -1.85074 -1.81510 -1.18558
H -3.47295 -0.51897 -2.34851
H -3.42487 -0.33505 -0.59844
H -0.44539 4.32120 -3.16241
H -1.28585 6.57256 -2.52880
H -3.31875 6.82632 -1.16725
H -4.59293 4.84975 -0.38713
H -4.38339 1.93367 -0.47358
H 2.87502 1.58256 -0.05388
H 5.17473 1.91941 -0.95834
H 5.86764 0.79465 -3.03207
H 4.27971 -0.64724 -4.28883
H 1.76406 -1.85842 -3.93800
C -2.98283 -4.57914 2.73105
C -3.38135 -3.42654 3.40048
C -2.93824 -2.17958 2.99257
C -2.08486 -2.07316 1.89760
C -1.68242 -3.22395 1.23186
C -2.12966 -4.47268 1.64570
N -1.58982 -0.80395 1.43669
N -2.29790 0.20943 1.87993
C -1.82007 1.45721 1.51963
C -2.51995 2.57324 2.01417
C -2.06076 3.83664 1.72731
C -0.90918 4.01591 0.94093
C -0.22784 2.92675 0.44187
C -0.66333 1.62180 0.71778
H -3.33070 -5.55038 3.05898
H -4.04421 -3.50063 4.25391
H -3.24163 -1.28349 3.51371
H -1.01139 -3.16045 0.38122
H -1.80767 -5.35903 1.11292
H -3.40211 2.40974 2.62455
H -2.59113 4.70203 2.10532
H -0.56649 5.01808 0.71003
H 0.63586 3.08782 -0.19200
C 0.31881 -4.96465 -1.83322
C 0.99023 -5.21439 -0.64390
C 1.55173 -4.16191 0.04834
C 1.44991 -2.83869 -0.40060
C 0.76704 -2.57919 -1.60206
C 0.22283 -3.66591 -2.29728
C 2.14036 -1.87110 0.52988
C 3.51890 -2.05161 0.72763
C 4.17644 -1.26243 1.62324
C 3.45826 -0.34237 2.40658
C 4.08195 0.45806 3.39360
C 3.34022 1.29267 4.17243
C 1.93614 1.33958 4.01210
C 1.31051 0.59320 3.05739
C 2.06763 -0.24092 2.20602
N 1.44145 -0.96852 1.21214
H -0.11941 -5.77762 -2.39980
H 1.07729 -6.22299 -0.26010
H 2.07189 -4.35476 0.98025
H -0.28259 -3.48874 -3.24044
H 4.04011 -2.78886 0.13352
H 5.25063 -1.34950 1.75084
H 5.15503 0.38036 3.52358
H 3.81682 1.90221 4.92922
H 1.34353 1.97076 4.66361
H 0.23694 0.61799 2.96331
```

Summary:
spin multiplicity: 2
relative energy (zero: lowest compared OMol25 entry of this formula, charge and spin): 1.385 eV
gap between HOMO and LUMO (spin up / spin down): 6.3 / 6.3 eV
<S²>: 0.772
charge: +1



no.,strongest force on any atom (eV Å⁻¹),molar mass (g mol⁻¹)
1,7.61,155.9
2,7.44,115.2
3,2.32,103.2
4,5.54,181.5
5,6.17,82.1
6,1.60,710.7